{"formula": "C20H48CuF6NO22S8", "method": "the ωB97M-V functional and the def2-TZVPD basis", "s2": 0.76, "lumo_energy_ev": [-7.3, -7.4], "de_lowest_kcal_mol": 314.05, "total_charge": 1, "spin_multiplicity": 2, "fmax_ev_per_a": 5.742, "elements": ["Cu", "C", "F", "F", "F", "S", "O", "O", "N", "S", "O", "O", "C", "F", "F", "F", "O", "S", "O", "O", "C", "C", "C", "H", "H", "H", "H", "H", "H", "H", "H", "O", "S", "O", "O", "C", "C", "C", "H", "H", "H", "H", "H", "H", "H", "H", "O", "S", "O", "O", "C", "C", "C", "H", "H", "H", "H", "H", "H", "H", "H", "O", "S", "O", "O", "C", "C", "C", "H", "H", "H", "H", "H", "H", "H", "H", "O", "S", "O", "O", "C", "C", "C", "H", "H", "H", "H", "H", "H", "H", "H", "O", "S", "O", "O", "C", "C", "C", "H", "H", "H", "H", "H", "H", "H", "H"], "positions_angstrom": [[-1.710, 1.973, 0.904], [3.793, -1.753, 0.661], [3.674, -3.020, 1.049], [3.631, -0.933, 1.684], [4.951, -1.583, 0.032], [2.526, -1.157, -0.647], [2.656, 0.220, -0.526], [2.908, -1.805, -1.902], [0.933, -1.647, -0.002], [0.781, -3.021, -0.748], [0.484, -2.853, -2.180], [1.828, -3.957, -0.282], [-0.923, -3.760, 0.106], [-1.443, -4.618, -0.754], [-0.652, -4.420, 1.273], [-1.775, -2.808, 0.288], [-6.983, -0.621, -2.500], [-8.044, -1.415, -3.096], [-7.732, -2.527, -3.993], [-9.152, -1.850, -1.979], [-10.046, -2.867, -2.248], [-10.607, -3.304, -0.908], [-9.204, -0.388, -4.014], [-9.755, -3.748, -2.821], [-10.814, -2.229, -2.685], [-10.968, -2.591, -0.166], [-9.849, -3.740, -0.258], [-11.381, -4.063, -1.020], [-10.112, -0.925, -4.289], [-8.683, -0.059, -4.913], [-9.515, 0.396, -3.323], [0.464, 4.112, -4.610], [0.772, 4.959, -5.782], [0.009, 6.158, -6.098], [2.358, 5.371, -5.883], [2.717, 6.514, -6.664], [4.224, 6.327, -7.032], [0.803, 3.774, -7.255], [2.441, 7.495, -6.276], [2.234, 6.508, -7.641], [4.565, 6.874, -7.911], [4.585, 5.322, -7.249], [4.845, 6.442, -6.144], [1.597, 3.042, -7.104], [0.991, 4.309, -8.187], [-0.098, 3.161, -7.244], [-2.634, 2.022, 8.539], [-1.518, 2.588, 7.771], [-1.444, 2.531, 6.307], [-1.560, 4.242, 8.121], [-2.712, 4.942, 7.761], [-2.986, 6.310, 8.547], [0.229, 2.208, 8.461], [-3.632, 4.357, 7.772], [-2.681, 5.094, 6.682], [-2.298, 7.111, 8.277], [-2.927, 6.160, 9.625], [-3.925, 6.702, 8.158], [0.416, 2.676, 9.428], [0.985, 2.709, 7.857], [0.197, 1.119, 8.467], [3.096, -9.675, -8.990], [2.203, -8.688, -9.541], [1.525, -8.873, -10.890], [0.962, -8.443, -8.362], [0.809, -9.345, -7.286], [-0.649, -9.269, -6.822], [2.845, -6.925, -9.454], [1.596, -9.175, -6.551], [1.071, -10.354, -7.605], [-1.001, -8.240, -6.898], [-0.803, -9.436, -5.756], [-1.313, -9.943, -7.364], [3.691, -6.772, -10.124], [3.187, -6.769, -8.431], [1.967, -6.279, -9.469], [5.674, -4.709, 7.052], [5.833, -6.172, 7.368], [6.880, -6.545, 8.264], [4.366, -6.543, 7.969], [3.205, -6.383, 7.204], [2.055, -6.310, 8.145], [5.791, -7.301, 5.892], [3.162, -7.115, 6.397], [3.136, -5.517, 6.546], [2.223, -5.723, 9.048], [1.776, -7.340, 8.365], [1.237, -5.740, 7.704], [4.956, -7.047, 5.239], [5.702, -8.318, 6.275], [6.667, -7.113, 5.272], [3.275, 8.052, 3.769], [2.254, 8.245, 2.721], [1.321, 7.157, 2.430], [1.427, 9.650, 2.945], [2.010, 10.901, 3.450], [1.548, 11.921, 2.422], [3.034, 8.775, 1.063], [3.089, 10.762, 3.523], [1.591, 11.200, 4.411], [0.665, 12.475, 2.743], [1.432, 11.463, 1.439], [2.267, 12.701, 2.171], [3.477, 9.763, 1.190], [2.161, 8.863, 0.416], [3.768, 8.070, 0.675]], "atomic_forces_ev_per_a": [[0.064, 0.067, 0.024], [-0.538, -0.790, -0.357], [0.259, 1.030, -0.027], [0.443, -0.227, 0.065], [-0.429, 0.131, 0.605], [2.757, -2.525, -1.842], [-0.808, 2.889, 0.304], [-1.200, 0.933, 2.338], [1.824, 1.024, -0.474], [-2.506, -5.030, -1.180], [0.301, -0.197, 2.732], [-1.809, 1.731, -1.033], [1.880, -1.445, -0.233], [0.469, -0.011, 0.036], [-0.104, 1.235, -1.520], [-0.588, 1.252, 0.605], [-1.590, -1.123, -0.209], [-1.034, -0.450, -1.784], [-0.110, 1.117, 1.787], [4.675, 1.049, 0.492], [-3.054, 0.336, 0.980], [0.285, -1.069, 1.325], [0.590, 0.274, 0.352], [0.523, 0.533, -0.223], [-0.824, -1.194, -0.976], [-0.407, 0.880, -0.924], [0.490, -0.563, -0.479], [-0.017, 0.037, -0.203], [0.375, -0.427, 0.031], [-0.151, 0.302, 0.170], [0.281, 0.315, -0.314], [1.160, 2.165, -1.983], [-0.241, -1.364, -1.354], [0.703, -1.510, 0.721], [-1.349, -0.346, 1.389], [1.387, -0.334, -2.392], [0.244, -0.353, 1.172], [-0.023, 0.256, 1.212], [0.296, -0.338, 0.787], [-0.593, -0.381, 0.045], [-0.213, 0.626, 0.442], [-1.185, -0.585, -0.360], [0.134, 1.054, -0.028], [0.272, 0.388, 0.322], [-0.313, 0.118, 0.215], [-0.298, 0.579, -0.145], [2.281, 0.167, -1.579], [-0.296, 2.751, 0.497], [-0.282, -0.751, 1.861], [1.343, -2.117, 0.776], [-1.892, 1.661, -0.924], [1.013, -1.283, -1.254], [-1.636, 0.739, -0.289], [0.055, -0.489, 1.020], [0.448, 0.755, -0.198], [0.499, -0.329, 0.011], [-0.444, 0.012, -0.124], [-0.351, -0.356, 0.525], [-0.857, -0.410, 0.292], [-0.399, -0.537, -0.748], [0.523, 0.177, 0.049], [-0.291, 0.738, -0.590], [-3.266, 0.757, -1.757], [2.340, 0.549, 4.471], [1.464, 0.601, -2.515], [0.279, -1.372, 0.251], [0.162, 0.575, 0.527], [-0.365, -1.344, 1.203], [-0.377, 0.592, 0.493], [-0.351, -0.180, -0.260], [-0.041, 0.039, -0.519], [0.456, -0.538, 0.073], [0.163, 0.179, -0.149], [-0.579, 0.015, -0.316], [0.299, -0.501, 0.077], [0.109, -0.112, -0.991], [0.824, -3.831, -0.060], [-1.831, 3.622, -1.288], [-0.829, -0.438, -0.319], [2.182, -0.542, 0.668], [-0.455, 1.166, -1.618], [-0.988, -0.448, 0.110], [0.237, 1.153, 0.360], [-0.402, -1.017, 0.638], [1.000, 0.936, 0.537], [0.680, -0.368, 0.043], [-0.486, 0.279, 0.504], [-0.248, -0.515, -0.389], [-0.180, 0.082, 0.406], [0.219, 0.149, -0.047], [0.270, -0.234, 0.451], [-1.992, 0.642, -1.927], [1.633, 0.331, -0.343], [0.936, 1.999, 0.595], [-0.115, -1.952, 0.640], [0.010, -0.079, -0.993], [0.646, 0.857, -0.589], [-0.822, -0.288, 1.313], [-0.036, 0.176, 0.042], [0.085, -0.757, 0.141], [-0.211, -0.430, -0.196], [-0.542, -0.224, 0.191], [0.428, 0.061, 0.596], [0.032, -0.141, 0.216], [0.131, -0.123, -0.037], [-0.215, -0.117, 0.328]], "lowdin_charge": [0.99, -0.64, 0.15, 0.16, 0.18, 0.70, -0.24, -0.26, -0.12, 0.64, -0.21, -0.21, -0.61, 0.17, 0.13, 0.17, -0.29, 0.66, -0.30, -0.28, -0.30, -0.07, -0.12, 0.13, 0.11, 0.08, 0.08, 0.08, 0.07, 0.07, 0.07, -0.32, 0.69, -0.30, -0.28, -0.26, -0.06, -0.09, 0.12, 0.10, 0.08, 0.07, 0.07, 0.06, 0.06, 0.06, -0.30, 0.72, -0.34, -0.28, -0.30, -0.04, -0.07, 0.10, 0.10, 0.06, 0.07, 0.07, 0.07, 0.07, 0.06, -0.30, 0.75, -0.33, -0.30, -0.30, -0.06, -0.10, 0.11, 0.11, 0.07, 0.07, 0.08, 0.07, 0.06, 0.06, -0.33, 0.68, -0.26, -0.26, -0.34, -0.06, -0.10, 0.11, 0.12, 0.09, 0.08, 0.08, 0.05, 0.08, 0.07, -0.31, 0.68, -0.32, -0.31, -0.22, -0.07, -0.08, 0.11, 0.12, 0.08, 0.07, 0.08, 0.05, 0.06, 0.06]}